Below is a single C4H5NS3 molecule at a distorted geometry, with properties calculated with ωB97M-V with the def2-TZVPD basis set.

Bonds (Å) are listed after each position.
Positions of all 13 atoms, in Å:
1 C 0.91 -0.73 -0.20  C2 1.521, N10 1.381, S11 1.657
2 C 0.95 0.77 -0.45  C1 1.521, C3 1.499, H5 1.071, H6 1.101
3 C -0.09 1.40 0.42  C2 1.499, H7 1.102, H8 1.081, S12 1.847
4 C -1.60 -0.88 -0.06  N10 1.370, S12 1.770, S13 1.682
5 H 0.82 0.99 -1.49  C2 1.071
6 H 1.93 1.14 -0.12  C2 1.101
7 H 0.08 1.12 1.47  C3 1.102
8 H -0.07 2.47 0.31  C3 1.081
9 H -0.25 -2.29 0.26  N10 1.022
10 N -0.31 -1.28 0.16  C1 1.381, C4 1.370, H9 1.022
11 S 2.29 -1.63 -0.04  C1 1.657
12 S -1.76 0.88 -0.17  C3 1.847, C4 1.770
13 S -2.90 -1.95 -0.08  C4 1.682

Computed properties:
**Spin multiplicity**: 1
**Largest force on an atom**: 2.00 eV/Å
**Energy**: -1404.73304 a.u.
**Energy relative to the best compared isomer or geometry (same formula, charge and spin)**: 0.000 eV
**Structure (SMILES)**: S=C1CCSC(=S)N1
**Highest occupied orbital energy**: -8.988 eV
**Kohn-Sham gap**: 8.0 eV

natural (NBO) population analysis, charges in e, atoms 1 to 8: C 0.131; C -0.501; C -0.517; C -0.086; H 0.246; H 0.251; H 0.231; H 0.243